Entry 1:
A structure of composition C23H22FN3NiO5S. Source: OMol25; level of theory: the ωB97M-V functional and the def2-TZVPD basis.

XYZ file:
```
56
Properties=species:S:1:pos:R:3:lowdin_charge:R:1
Ni 0.08441 -0.29594 0.23018 0.502
C 5.29526 4.87213 -0.58783 -0.020
C 5.54086 3.93315 0.58966 -0.304
C 6.99083 3.48527 0.71616 -0.134
C 7.40756 2.65728 -0.49237 -0.130
C 6.40828 1.56120 -0.76661 -0.127
C 6.76665 0.44862 -1.49339 0.053
C 5.83994 -0.55922 -1.73602 -0.254
F 6.24028 -1.62832 -2.45461 0.060
C 4.56063 -0.50136 -1.26604 0.075
C 4.17506 0.61029 -0.50636 -0.036
C 2.81006 0.66572 0.02892 -0.260
O 2.03651 -0.28405 -0.24030 -0.061
C 2.49405 1.80454 0.82261 -0.013
C 3.43930 2.77808 0.97762 0.038
N 4.67840 2.74180 0.47168 0.015
C 5.09050 1.64479 -0.26965 -0.072
C 1.17902 2.05367 1.55637 -0.586
O 1.10501 3.08374 2.21296 0.037
O 0.28938 1.13529 1.50088 -0.076
H 5.94738 5.74392 -0.51612 0.090
H 4.26039 5.21594 -0.59130 0.089
H 5.48608 4.37151 -1.53806 0.086
H 5.24093 4.42895 1.51162 0.147
H 7.09848 2.89036 1.62648 0.128
H 7.62696 4.36411 0.82164 0.122
H 8.39115 2.21642 -0.32695 0.122
H 7.49974 3.29682 -1.37402 0.121
H 7.77318 0.34217 -1.88120 0.135
H 3.83789 -1.27839 -1.47712 0.124
H 3.16682 3.65250 1.55770 0.149
C -3.62638 0.35287 -0.75006 -0.080
O -2.31554 0.06896 -0.23327 -0.179
C -1.25692 0.15492 -1.14478 -0.475
O -1.45369 0.39096 -2.30407 0.008
H -4.13930 -0.57759 -0.99501 0.084
H -3.55459 0.96605 -1.64286 0.076
H -4.18006 0.87936 0.02366 0.082
N 1.67255 -2.71678 1.85954 0.107
C 1.39978 -3.09383 0.58866 -0.798
S -0.07502 -2.67942 -0.11916 0.793
N 2.36844 -3.82535 0.01177 0.077
C 2.55373 -4.19484 -1.35124 -0.240
C 3.86557 -4.20234 -1.81717 -0.047
C 4.14057 -4.56192 -3.12514 -0.080
C 3.10592 -4.91668 -3.97877 -0.085
C 1.80292 -4.92317 -3.50616 -0.068
C 1.51725 -4.57483 -2.19301 -0.042
H 0.98032 -2.14931 2.31721 0.092
H 2.62390 -2.62580 2.17799 0.112
H 3.17398 -4.01031 0.58995 0.145
H 4.67475 -3.90473 -1.15857 0.110
H 5.16399 -4.55003 -3.47683 0.106
H 3.31523 -5.18949 -5.00529 0.104
H 0.98963 -5.20708 -4.16124 0.109
H 0.50079 -4.59709 -1.83360 0.067
```

Properties
strongest force on any atom: 0.6 eV/A
lowest unoccupied orbital energy (alpha / beta): -0.300 / -0.330 eV
gap between HOMO and LUMO (alpha / beta): 7.0 / 7.9 eV
highest occupied orbital energy (alpha / beta): -7.259 / -8.182 eV
2S+1: 3



Entry 2:
The ion C23H22N3O with charge +1 in a non-equilibrium geometry. Source: OMol25; level of theory: the ωB97M-V functional and the def2-TZVPD basis.

XYZ file:
```
49
Properties=species:S:1:pos:R:3:lowdin_charge:R:1
C -3.35621 2.63661 1.63231 -0.008
N -2.01693 2.63944 1.08163 -0.097
C -0.85764 2.41696 1.79337 -0.001
C 0.23395 2.61237 0.95592 -0.119
C 1.65284 2.36247 1.32751 -0.208
N 1.69026 1.30641 2.31649 0.112
N 3.02760 0.83458 2.56242 0.130
C 3.32825 0.80913 3.89275 -0.370
O 2.54567 1.36122 4.68958 0.063
C 4.57868 0.14232 4.30685 -0.144
C 4.79987 0.02410 5.68737 -0.003
C 5.88141 -0.71443 6.16675 -0.045
C 6.78037 -1.30055 5.26085 -0.048
C 6.60341 -1.13222 3.88035 -0.057
C 5.50388 -0.40854 3.39812 -0.022
C 2.57829 1.99779 0.19313 -0.237
C 2.18740 1.09150 -0.79026 -0.048
C 3.06769 0.81232 -1.84004 -0.054
C 4.31914 1.42885 -1.89256 -0.061
C 4.71453 2.30428 -0.87842 -0.057
C 3.83200 2.60814 0.15559 -0.034
C -0.27402 3.03603 -0.33468 -0.118
C 0.28478 3.39171 -1.56056 -0.024
C -0.55939 3.60895 -2.65997 -0.068
C -1.95705 3.52555 -2.53959 -0.066
C -2.54456 3.22144 -1.30148 -0.004
C -1.69467 2.99462 -0.22911 -0.159
H -4.06579 2.77381 0.81192 0.082
H -3.57674 1.69203 2.14476 0.098
H -3.49836 3.45532 2.35289 0.103
H -0.89249 2.13907 2.84519 0.137
H 2.06947 3.24084 1.84347 0.174
H 1.13402 0.49570 2.01005 0.208
H 1.39859 1.62667 3.27196 0.169
H 3.43552 0.19060 1.89117 0.160
H 4.10143 0.49075 6.38097 0.126
H 6.02152 -0.83211 7.24021 0.115
H 7.62876 -1.87977 5.62766 0.115
H 7.31583 -1.55966 3.17106 0.114
H 5.36750 -0.28463 2.31969 0.108
H 1.18826 0.64640 -0.75537 0.131
H 2.75529 0.10846 -2.61178 0.116
H 4.99397 1.21488 -2.72287 0.115
H 5.70592 2.75964 -0.87757 0.115
H 4.09180 3.32927 0.93824 0.126
H 1.36606 3.48656 -1.65684 0.112
H -0.11994 3.84540 -3.63151 0.109
H -2.58800 3.70553 -3.41080 0.110
H -3.62521 3.14764 -1.17118 0.107
```

Properties
SMILES: Cn1cc([C@@H]([NH2+]NC(=O)c2ccccc2)c2ccccc2)c2ccccc21
net charge: +1
strongest force on any atom: 2.5 eV/A
lowest unoccupied orbital energy: -2.909 eV
gap between HOMO and LUMO: 7.9 eV
relative energy (zero: lowest compared OMol25 entry of this formula, charge and spin): 0.9862 eV
highest occupied orbital energy: -10.799 eV



Entry 3:
A structure of composition C23H22N3O3Sr in a non-equilibrium geometry. Source: OMol25; level of theory: the ωB97M-V functional and the def2-TZVPD basis.

XYZ file:
```
52
Properties=species:S:1:pos:R:3:lowdin_charge:R:1
Sr -1.79042 1.64614 -0.04941 1.636
C -4.02862 0.29790 1.81160 -0.046
O -3.73828 1.15626 0.71996 -0.388
C -3.65276 2.52677 1.04033 -0.291
C -2.46654 2.90200 1.92335 -0.239
O -1.29402 3.21771 1.22303 -0.396
C -1.47068 4.36694 0.41924 -0.094
H -4.99811 0.53555 2.25988 0.104
H -3.26716 0.33504 2.59402 0.096
H -4.04537 -0.71545 1.42018 0.113
H -4.58120 2.87126 1.49896 0.153
H -3.54715 3.04651 0.09387 0.099
H -2.22701 2.07481 2.59052 0.134
H -2.75543 3.74850 2.55090 0.150
H -1.69887 5.24418 1.03407 0.117
H -2.28309 4.26137 -0.30512 0.085
H -0.55914 4.54430 -0.14048 0.065
N -0.16552 1.43058 -3.54542 0.186
C -0.18673 2.56588 -2.80207 -0.504
O -1.03007 2.64699 -1.85627 -0.274
C 0.68015 3.63121 -3.12913 -0.214
C 0.63922 4.81840 -2.37506 -0.237
N 0.56836 5.78796 -1.74648 0.114
C 1.58764 3.54723 -4.20614 -0.255
N 2.32466 3.48297 -5.09401 0.115
H -0.58989 0.64286 -3.06702 0.068
H 0.67014 1.23791 -4.07274 0.099
C -0.72494 -0.42059 -0.72008 -0.230
C 0.10078 -1.28909 -0.40057 -0.285
C 1.03384 -2.26357 0.00506 -0.232
C 0.58995 -3.20766 1.00215 -0.189
C -0.79911 -3.39135 1.24470 -0.064
C -1.26653 -4.24413 2.22475 -0.142
C -0.38808 -4.96737 3.02938 -0.162
C 0.97607 -4.79225 2.82660 -0.135
C 1.45756 -3.94119 1.84713 -0.068
C 2.39363 -2.12338 -0.48240 -0.189
C 2.83840 -0.90759 -1.05646 -0.051
C 4.12727 -0.75736 -1.53172 -0.123
C 5.04190 -1.80516 -1.46854 -0.150
C 4.62065 -3.01714 -0.93744 -0.129
C 3.32939 -3.17966 -0.46302 -0.073
H -1.49193 -2.83060 0.63099 0.078
H -2.33720 -4.35762 2.37081 0.081
H -0.75565 -5.64340 3.79259 0.073
H 1.68019 -5.32203 3.46094 0.086
H 2.52663 -3.80484 1.75757 0.083
H 2.13671 -0.08697 -1.11971 0.083
H 4.43185 0.19444 -1.95472 0.090
H 6.05249 -1.68485 -1.84061 0.077
H 5.30983 -3.85516 -0.90331 0.087
H 3.02217 -4.15326 -0.10464 0.090
```

Properties
net charge: -1
strongest force on any atom: 9.4 eV/A
lowest unoccupied orbital energy: 1.236 eV
gap between HOMO and LUMO: 3.1 eV
relative energy (zero: lowest compared OMol25 entry of this formula, charge and spin): 3.2887 eV
highest occupied orbital energy: -1.895 eV



Entry 4:
A cluster of 2 separate species, C23H22NO3 in total in a non-equilibrium geometry. Source: OMol25; level of theory: the ωB97M-V functional and the def2-TZVPD basis.

XYZ file:
```
49
Properties=species:S:1:pos:R:3:lowdin_charge:R:1
C -6.11715 1.66278 1.25397 -0.086
C -5.26173 0.45075 0.86612 -0.089
C -3.86012 0.96899 0.96694 -0.136
C -3.92547 2.32242 1.40012 -0.194
O -5.19083 2.77865 1.59596 0.012
C -2.76613 3.08725 1.59979 0.033
C -1.54851 2.46850 1.42831 -0.007
C -1.42953 1.10868 0.97281 -0.181
C -0.18346 0.40847 0.88449 0.055
C 1.08422 1.01696 0.69785 -0.189
C 2.26919 0.26631 0.96585 0.063
C 3.48527 0.90689 1.03657 -0.131
C 3.56022 2.30521 0.79199 -0.181
O 4.79592 2.83499 0.98611 0.023
C 5.69645 1.71371 1.36935 -0.083
C 4.85281 0.43290 1.41860 -0.086
C 2.43659 3.04373 0.37872 0.037
C 1.23621 2.38400 0.27223 0.002
C -2.63476 0.37883 0.74884 0.048
H -6.74852 2.01560 0.43260 0.128
H -6.74148 1.48305 2.13502 0.128
H -5.44759 -0.38221 1.55427 0.129
H -5.49902 0.11840 -0.14854 0.127
H -2.85431 4.12214 1.91624 0.131
H -0.64332 3.00407 1.70392 0.114
H -0.19300 -0.60773 1.28931 0.115
H 2.20869 -0.80184 1.18118 0.127
H 6.48744 1.66385 0.61431 0.129
H 6.14493 1.96554 2.33632 0.130
H 4.88169 -0.00825 2.42200 0.130
H 5.23024 -0.30833 0.70549 0.130
H 2.53747 4.11066 0.20492 0.132
H 0.35979 2.93196 -0.07245 0.119
H -2.58925 -0.66725 0.43657 0.132
C 0.78769 -4.53422 -4.62296 -0.044
O 0.78872 -4.65687 -3.18670 -0.081
C 0.44724 -3.64797 -2.34059 -0.253
C 0.65122 -3.91376 -0.97176 0.025
C 0.49668 -2.87559 -0.06306 -0.121
N 0.13768 -1.63437 -0.43204 -0.005
C -0.15517 -1.40932 -1.71751 -0.117
C -0.03310 -2.37711 -2.71855 0.019
H 1.19904 -5.49404 -4.95133 0.098
H -0.23052 -4.42729 -5.01961 0.097
H 1.43714 -3.72263 -4.98247 0.099
H 0.96835 -4.90344 -0.65047 0.126
H 0.66893 -3.05727 0.99839 0.116
H -0.50515 -0.40151 -1.94251 0.117
H -0.29171 -2.12426 -3.74462 0.114
```

Properties
net charge: +1
strongest force on any atom: 2.0 eV/A
lowest unoccupied orbital energy: -4.416 eV
gap between HOMO and LUMO: 6.7 eV
relative energy (zero: lowest compared OMol25 entry of this formula, charge and spin): 1.1109 eV
highest occupied orbital energy: -11.077 eV



For the records above, the corresponding E values read -93513.6620 -30719.5011 -35652.4794 -31832.7516 eV.